(P)
This record from OMol25 describes a 2-piece molecular cluster, C6H12NO overall. The level of theory is the ωB97M-V functional and the def2-TZVPD basis.

## Properties
HOMO in eV: -12.82
LUMO level in eV: -9.35
Total charge: +1
Orbital gap in eV: 3.47

Each line ends with the natural charge from an NBO analysis.
CARTESIAN COORDINATES (ANGSTROEM)
H 0.5208 0.8164 -0.3157  0.20
H 0.3994 -1.9693 1.8603  0.22
H -1.6845 3.5764 0.8359  0.20
C -1.4086 1.6793 -0.0301  -0.16
H 0.9828 0.4382 2.2318  0.25
H 0.4197 2.2837 0.7968  0.25
C 0.9553 -2.2150 -2.4258  -0.11
H -3.0446 3.0541 -0.1064  0.21
H -0.5562 -1.6328 0.4490  0.18
H -0.9016 0.0192 2.3862  0.26
C -2.1016 2.7918 0.3186  -0.28
C 0.2891 -1.1618 1.0798  -0.10
C 0.0203 0.2428 1.6719  -0.40
H 0.8935 -3.2781 -1.9581  0.32
H 1.3954 -1.0803 -0.5224  0.45
H -1.9111 1.0893 -0.9842  0.21
O 1.4989 -1.0920 0.5138  -0.52
H 1.1318 -2.1550 -3.4853  0.31
N 0.6004 -1.2052 -1.7299  -0.04
C -0.0609 1.3312 0.5207  -0.46

---

(Q)
This record from OMol25 describes a 2-piece molecular cluster, C6H12NO overall. The level of theory is the ωB97M-V functional and the def2-TZVPD basis.

## Properties
HOMO (alpha / beta) in eV: -11.36 / -11.36
LUMO level (alpha / beta) in eV: -4.16 / -4.16
Total charge: +1
Orbital gap (alpha / beta) in eV: 7.21 / 7.21

Each line ends with the natural charge from an NBO analysis.
CARTESIAN COORDINATES (ANGSTROEM)
C -2.2385 1.4704 0.5547  -0.80
N 0.1653 -2.3372 -0.2239  -0.74
H 1.9693 -0.6341 -1.1691  0.22
C -2.3377 0.2212 -0.0836  0.92
C 1.1763 1.4319 -0.7335  -0.59
C 0.3421 -0.7701 0.2414  -0.20
H 0.8954 -2.9965 -0.3003  0.40
H -1.7995 2.0459 -0.2647  0.32
H -1.5075 1.2260 1.2230  0.31
H 1.3140 1.9049 0.2151  0.21
C 1.5453 -0.4553 1.0210  -0.47
H -3.2355 1.9699 0.8806  0.32
H 2.2111 -1.2345 1.3187  0.22
H 1.7067 1.8286 -1.5846  0.24
O -2.6531 -0.7045 -0.6749  -0.33
H 1.5264 0.4134 1.6151  0.22
H -0.1830 -2.1258 -1.1596  0.44
H 0.1289 1.6028 -0.8952  0.17
H -0.4379 -2.7865 0.4672  0.43
C 1.4118 -0.0705 -0.4475  -0.31

---

Consider the structures shown above. The most stable of them is (Q).